1.
C31H33AsIN2O8S2W as an isolated structure. Source: the OMol25 dataset; level of theory: ωB97M-V/def2-TZVPD.

## Properties
orbital gap = 6.38 eV
calculated total energy = -144485.105 eV
energy above the lowest of the compared OMol25 structures with the same formula, charge and spin = 0.464 eV
total charge = -1

The geometry in XYZ format:
```
79
C31H33AsIN2O8S2W ωB97M-V/def2-TZVPD
W 0.29117 0.97720 -1.10692
O 0.65998 -4.44269 -4.40754
C 0.61655 -3.30279 -3.67419
C 1.74805 -2.74257 -3.09866
C 1.61626 -1.57177 -2.38151
N 0.43312 -1.00075 -2.19878
C -0.64669 -1.53448 -2.75129
C -0.61646 -2.67775 -3.51450
C -1.87947 -0.70830 -2.50132
O -2.96359 -1.03946 -2.93308
O -1.60334 0.34159 -1.80548
C 2.78837 -0.80037 -1.81836
O 3.90486 -1.29753 -1.85746
O 2.43519 0.31309 -1.31287
H 1.56853 -4.76090 -4.44769
H 2.74215 -3.15881 -3.21268
H -1.52738 -3.05536 -3.95494
C -1.01501 -3.62787 -0.20624
C -1.88257 -2.85230 0.74241
C -2.67871 -3.55152 1.68892
C -3.48961 -2.83415 2.50530
C -3.49239 -1.42134 2.44368
C -4.30509 -0.66201 3.31271
C -4.23659 0.69879 3.25355
C -3.35534 1.32347 2.35925
C -2.53155 0.62988 1.48802
S -1.50343 1.73030 0.57390
C -2.63036 -0.80134 1.50329
N -1.88364 -1.55040 0.64649
H -0.68487 -4.56699 0.24036
H -0.14342 -3.03712 -0.48220
H -1.57206 -3.86416 -1.11566
H -2.63695 -4.63244 1.73495
H -4.13098 -3.32592 3.22918
H -4.95739 -1.17225 4.01166
H -4.84848 1.30899 3.90734
H -3.29332 2.40523 2.35380
C -1.93748 4.36673 -0.87039
As -0.83478 3.16363 -2.00717
C 0.29382 4.63524 -2.61644
C -2.17513 2.92711 -3.37819
S 0.83194 1.61293 -3.26669
H -2.07316 5.27952 -1.45536
H -1.44724 4.59647 0.07366
H -2.89517 3.90370 -0.64845
H -0.34778 5.29266 -3.20469
H 1.13396 4.28417 -3.20393
H 0.65016 5.18300 -1.74382
H -2.71556 3.86910 -3.47239
H -2.85299 2.13402 -3.06669
H -1.69504 2.64782 -4.31069
C 1.38563 3.69228 1.67547
C 2.20201 2.83783 0.72043
C 3.03220 1.80724 1.47556
C 3.10036 3.67374 -0.18248
O 1.29393 2.16085 -0.14392
H 2.06289 4.20138 2.36620
H 0.69084 3.06820 2.23741
H 0.81120 4.44411 1.12986
H 3.83788 2.32453 2.00270
H 3.46462 1.08863 0.78001
H 2.42303 1.28561 2.21167
H 3.85464 4.18603 0.41847
H 2.52364 4.42285 -0.72552
H 3.59632 3.02740 -0.90741
I 3.85744 -5.75076 3.61424
C 2.85319 -4.04873 2.93739
C 2.23486 -3.21582 3.85760
C 1.56810 -2.08778 3.40500
C 1.51165 -1.80238 2.04712
C 2.14482 -2.64353 1.14224
C 2.82226 -3.77382 1.57971
C 0.75318 -0.57100 1.59573
O 0.34659 0.19884 2.43909
O 0.61656 -0.47347 0.31364
H 2.27114 -3.44455 4.91411
H 1.07138 -1.41566 4.09242
H 2.11482 -2.40526 0.09027
H 3.32370 -4.41809 0.87083
```

2.
A 7-piece molecular cluster, C32H58ClN10O2 overall. Source: the OMol25 dataset; level of theory: ωB97M-V/def2-TZVPD.

## Properties
orbital gap = 8.03 eV
calculated total energy = -65621.461 eV
energy above the lowest of the compared OMol25 structures with the same formula, charge and spin = 0.000 eV
total charge = +3

The geometry in XYZ format:
```
103
C32H58ClN10O2 ωB97M-V/def2-TZVPD
C -26.16734 -18.01772 -8.74650
C -27.22226 -17.86549 -9.82632
N -27.41270 -16.43972 -10.13936
C -26.49695 -15.63716 -10.79263
C -26.97162 -14.37053 -10.71484
N -28.20754 -14.43798 -10.13523
C -28.44214 -15.69809 -9.76453
C -29.17074 -13.36630 -10.01313
H -25.91040 -19.06809 -8.60620
H -26.46677 -17.59073 -7.79049
H -25.24034 -17.57252 -9.11188
H -28.17921 -18.31492 -9.56852
H -26.92136 -18.33376 -10.76347
H -25.64855 -16.08728 -11.27697
H -26.61406 -13.43681 -11.13166
H -29.36209 -16.03599 -9.32215
H -30.19094 -13.68306 -10.19356
H -28.89232 -12.54693 -10.68396
H -29.08925 -12.82002 -9.04985
C -31.79014 -10.39522 -10.27129
C -30.56647 -9.89255 -9.52716
N -30.60816 -8.43711 -9.39815
C -29.97062 -7.59844 -10.27090
C -30.24615 -6.33021 -9.88198
N -31.00147 -6.43043 -8.73790
C -31.15332 -7.70964 -8.43461
C -31.58227 -5.28387 -8.04315
H -31.57582 -11.38212 -10.68711
H -32.01629 -9.71884 -11.09409
H -32.67935 -10.55446 -9.65630
H -29.63111 -10.16449 -10.02726
H -30.46328 -10.38593 -8.55515
H -29.51567 -8.01515 -11.16138
H -30.11029 -5.42657 -10.45076
H -31.80216 -8.10851 -7.67410
H -32.41032 -4.85728 -8.60182
H -30.77731 -4.58198 -7.84976
H -31.99618 -5.62062 -7.09367
C -29.41555 -6.95742 -5.02291
C -27.92517 -7.19545 -5.01537
N -27.34489 -6.73806 -6.28065
C -27.19239 -5.41437 -6.65722
C -26.84508 -5.44111 -7.96546
N -26.78443 -6.75319 -8.36301
C -27.04116 -7.52126 -7.30176
C -26.50910 -7.29999 -9.69806
H -29.65354 -5.88849 -5.05619
H -29.91694 -7.33089 -4.12750
H -29.99975 -7.36431 -5.85458
H -27.72415 -8.26358 -4.91659
H -27.42613 -6.71955 -4.17447
H -27.37890 -4.64260 -5.93241
H -26.59831 -4.65039 -8.65334
H -27.01421 -8.60053 -7.31222
H -27.26861 -8.01603 -10.00922
H -25.54188 -7.79528 -9.64611
H -26.45056 -6.50516 -10.43614
C -25.03515 -13.20285 -7.75504
C -24.78255 -13.14941 -6.26410
N -25.60573 -14.11316 -5.52579
C -26.96176 -14.26220 -5.60414
C -27.30355 -15.30532 -4.80435
N -26.11464 -15.86956 -4.38471
C -25.10990 -15.09731 -4.77999
C -25.99143 -16.91263 -3.36032
H -24.39238 -12.52494 -8.31155
H -26.07605 -13.00553 -8.01114
H -24.79904 -14.19821 -8.14932
H -24.93053 -12.13497 -5.90129
H -23.75002 -13.46137 -6.11127
H -27.58352 -13.63163 -6.22676
H -28.24325 -15.71364 -4.48008
H -24.07452 -15.21777 -4.50982
H -25.26378 -16.63789 -2.59725
H -25.77179 -17.86118 -3.83722
H -26.89091 -16.96193 -2.74755
C -34.30247 -13.32149 -8.09137
C -33.65487 -14.09449 -6.96752
N -32.59945 -13.33105 -6.28626
C -31.33786 -13.81370 -6.00925
C -30.64778 -12.82647 -5.39704
N -31.45422 -11.71025 -5.43105
C -32.62615 -12.05176 -5.93474
C -31.02945 -10.35807 -5.11055
H -33.54777 -12.84923 -8.72439
H -34.96788 -12.50582 -7.80195
H -34.89485 -14.00868 -8.69231
H -33.18053 -14.96624 -7.42003
H -34.32676 -14.52870 -6.22786
H -31.09305 -14.84408 -6.19650
H -29.63586 -12.74370 -5.04227
H -33.46416 -11.39755 -6.10818
H -30.45630 -9.91312 -5.92612
H -30.33406 -10.31718 -4.27650
H -31.93198 -9.78812 -4.89768
C -26.53145 -10.91338 -10.00794
C -27.42050 -10.80342 -11.23803
O -27.44819 -11.80181 -11.98021
O -28.28680 -9.86974 -11.20323
H -27.11612 -11.55898 -9.35731
H -26.29951 -9.95507 -9.55470
H -25.58220 -11.39363 -10.25976
Cl -28.09640 -10.93824 -6.85698
```

3.
A 10-piece molecular cluster, C45H110N10O5 overall. Source: the OMol25 dataset; level of theory: ωB97M-V/def2-TZVPD.

## Properties
orbital gap = 8.34 eV
structure (SMILES) = CCN(CC)CC.CCN(CC)CC.CCN(CC)CC.CCN(CC)CC.CCN(CC)CC.CNC(C)=O.CNC(C)=O.CNC(C)=O.CNC(C)=O.CNC(C)=O
calculated total energy = -73584.634 eV
energy above the lowest of the compared OMol25 structures with the same formula, charge and spin = 5.068 eV

The geometry in XYZ format:
```
170
C45H110N10O5 ωB97M-V/def2-TZVPD
C 8.53022 14.25566 -3.04845
C 9.41340 13.18079 -2.35749
N 10.86066 13.28115 -2.66842
C 11.36425 14.64198 -2.37072
C 11.24563 15.06061 -0.85937
C 11.64366 12.23490 -1.99100
C 13.06898 12.14341 -2.49984
H 8.60544 14.13675 -4.12933
H 8.77138 15.24926 -2.67069
H 7.49095 14.17302 -2.73033
H 9.35661 13.29143 -1.27461
H 8.88889 12.27194 -2.65242
H 12.43619 14.70403 -2.55829
H 10.81354 15.37674 -2.95806
H 11.75391 14.28314 -0.28905
H 11.79872 15.94419 -0.54080
H 10.22052 15.23411 -0.53202
H 11.12230 11.29429 -2.16862
H 11.64431 12.27800 -0.90185
H 13.56772 11.21195 -2.23200
H 13.67078 12.91186 -2.01461
H 13.10302 12.28906 -3.57952
C -5.57549 19.88179 -10.43193
C -4.12853 19.96630 -10.99126
N -3.86066 21.13239 -11.84239
C -4.40338 21.00598 -13.18588
C -3.53588 20.11735 -14.04193
C -4.21020 22.41268 -11.22771
C -3.55940 22.65389 -9.84002
H -6.24246 19.63875 -11.25909
H -5.93651 20.79455 -9.95796
H -5.65829 18.98802 -9.81352
H -3.45899 19.97027 -10.13116
H -3.89182 19.08654 -11.58965
H -5.44514 20.68544 -13.19540
H -4.33041 21.99311 -13.64235
H -2.55819 20.59424 -14.11123
H -3.59367 19.06787 -13.75324
H -3.87322 20.12122 -15.07840
H -5.29590 22.49617 -11.27637
H -3.87438 23.17070 -11.93533
H -3.56417 23.71472 -9.58959
H -2.56641 22.21931 -9.72502
H -4.11220 22.09101 -9.08791
C 6.61081 26.74039 -6.00260
C 6.39541 26.03770 -7.33026
N 5.18951 25.18295 -7.42273
C 3.92335 25.91297 -7.06396
C 3.69764 27.14184 -7.99574
C 5.31304 24.00818 -6.53100
C 4.20217 22.91933 -6.80597
H 5.86656 27.53463 -5.94446
H 7.56290 27.26260 -5.90813
H 6.70011 26.17878 -5.07270
H 6.17857 26.76046 -8.11683
H 7.25198 25.43238 -7.62686
H 3.03758 25.30101 -7.23434
H 3.86697 26.17063 -6.00636
H 4.46846 27.88694 -7.79885
H 3.77601 26.95013 -9.06588
H 2.73173 27.57474 -7.73548
H 5.26244 24.30235 -5.48267
H 6.31562 23.62644 -6.72392
H 3.20934 23.23579 -6.48624
H 4.42000 21.98315 -6.29194
H 4.14108 22.64941 -7.86025
C 4.37635 7.52345 -21.64520
C 4.06220 7.74385 -20.13951
N 3.85728 9.19834 -19.85128
C 3.52648 9.40170 -18.39955
C 2.12926 8.95507 -18.01779
C 4.89814 10.09930 -20.19772
C 6.30175 9.87335 -19.55486
H 5.39199 7.76581 -21.95794
H 3.56817 8.02165 -22.18068
H 4.21364 6.45905 -21.81460
H 3.21432 7.14200 -19.81243
H 4.91029 7.44152 -19.52515
H 3.56021 10.48459 -18.28000
H 4.24022 8.90348 -17.74347
H 2.07889 7.87103 -17.91560
H 1.43068 9.44023 -18.69948
H 1.90048 9.35381 -17.02948
H 5.04652 10.09353 -21.27756
H 4.52171 11.11913 -20.11791
H 6.93711 10.73217 -19.77132
H 6.12822 9.74052 -18.48699
H 6.94622 9.02360 -19.78001
C 3.42947 15.62898 -10.12224
C 3.02659 16.51372 -11.32661
N 3.07913 15.80193 -12.61792
C 2.30593 16.57359 -13.64597
C 1.83614 15.68805 -14.83929
C 4.44641 15.50006 -13.10583
C 5.30659 16.75889 -13.44863
H 4.43102 15.19887 -10.12424
H 2.68592 14.84077 -10.00409
H 3.45828 16.21289 -9.20229
H 2.11363 17.01560 -11.00612
H 3.76455 17.30748 -11.44266
H 1.35790 17.00798 -13.32874
H 2.88314 17.44812 -13.94619
H 1.03925 16.16743 -15.40786
H 2.68955 15.57266 -15.50749
H 1.56152 14.68252 -14.52056
H 4.30771 14.90291 -14.00709
H 4.94888 14.85766 -12.38268
H 6.32389 16.46378 -13.70574
H 5.45553 17.41345 -12.58988
H 4.94517 17.37589 -14.27130
C 10.03356 10.60312 -7.87519
N 10.15404 12.03316 -8.03541
C 10.19224 12.62617 -9.23604
C 10.41094 14.06468 -9.26394
O 10.18487 12.07690 -10.33246
H 10.36142 10.32368 -6.87393
H 10.63664 10.09261 -8.62604
H 9.05250 10.18137 -8.09370
H 10.39177 12.59801 -7.23259
H 9.46376 14.57664 -9.43379
H 11.12096 14.43308 -10.00438
H 10.70582 14.37356 -8.26107
C -9.06746 14.46812 -21.35880
N -7.75179 13.95093 -20.96062
C -6.99727 14.49773 -20.03067
C -5.64972 13.83907 -19.68230
O -7.24576 15.58108 -19.53098
H -9.56242 13.96858 -22.19161
H -8.87134 15.52091 -21.56191
H -9.68764 14.29763 -20.47879
H -7.48310 13.05939 -21.35185
H -4.99200 14.54146 -19.17030
H -5.14581 13.59532 -20.61758
H -5.69075 12.90045 -19.12963
C -2.25983 14.03575 -5.26284
N -2.03957 12.79446 -6.00033
C -0.98123 11.96404 -5.81284
C 0.00799 12.23885 -4.70194
O -0.85216 11.02336 -6.56996
H -2.90276 13.87055 -4.39830
H -2.78505 14.70492 -5.94434
H -1.33919 14.48188 -4.88667
H -2.70491 12.61264 -6.73815
H 0.86087 11.56062 -4.72847
H -0.45208 12.09728 -3.72399
H 0.37362 13.26553 -4.72068
C 4.98857 9.30838 -11.24404
N 6.30000 8.88161 -11.86996
C 6.39973 7.81746 -12.70155
C 7.74932 7.40988 -13.15228
O 5.40137 7.16462 -13.01587
H 4.51050 10.02349 -11.91350
H 5.19531 9.69289 -10.24529
H 4.31399 8.48764 -11.00025
H 7.10716 9.48007 -11.76779
H 8.15150 6.66469 -12.46596
H 8.48202 8.20144 -12.99518
H 7.76932 6.97665 -14.15229
C 3.06157 23.08838 -12.96683
N 4.50440 23.34007 -12.91461
C 5.27672 23.16785 -14.00942
C 6.74821 23.32315 -13.88612
O 4.80637 22.90591 -15.11905
H 2.64897 22.45837 -12.17882
H 2.70521 22.57128 -13.85774
H 2.57970 24.06253 -12.88355
H 4.95631 23.65972 -12.06981
H 7.05764 24.16583 -13.26785
H 7.18552 23.29304 -14.88410
H 7.11825 22.45312 -13.34372
```

4.
The molecule C6H10O. Source: the OMol25 dataset; level of theory: ωB97M-V/def2-TZVPD.

## Properties
orbital gap = 10.43 eV
structure (SMILES) = C1=CCOCCC1
calculated total energy = -8430.265 eV
energy above the lowest of the compared OMol25 structures with the same formula, charge and spin = 0.975 eV

The geometry in XYZ format:
```
17
C6H10O ωB97M-V/def2-TZVPD
C 0.25133 1.29839 -0.65360
C 1.43075 0.76779 -0.32436
C 1.48049 -0.27483 0.75833
O 0.84265 -1.49480 0.33507
C -0.30327 -1.32219 -0.47871
C -1.40024 -0.48313 0.17264
C -1.00141 1.02447 0.16063
H 0.15518 1.87754 -1.57055
H 2.31260 0.92712 -0.94202
H 0.98643 0.09398 1.67133
H 2.50737 -0.54513 1.02411
H -0.63250 -2.32096 -0.76893
H -0.02853 -0.79365 -1.40192
H -1.57962 -0.82900 1.19843
H -2.33622 -0.63349 -0.38087
H -1.83036 1.63276 -0.21333
H -0.80762 1.36142 1.18625
```